(1)
The ion CH4S with charge -1 at a distorted geometry. Source: the OMol25 dataset; level of theory: ωB97M-V/def2-TZVPD.

XYZ file:
```
6
Properties=species:S:1:pos:R:3:forces:R:3:nbo_charge:R:1
C -0.498512 -0.200583 -0.173890 1.21 -1.22 -3.24 -1.11
S 1.307199 0.018931 -0.240453 1.15 0.18 0.42 -0.34
H -0.705410 0.042996 0.817730 -1.10 -0.11 2.04 0.14
H -0.575436 -1.375558 -0.512055 -0.75 3.21 0.68 0.19
H -0.832076 0.684134 -0.821125 -0.48 -1.88 0.51 0.20
H 1.304235 0.830082 0.929794 -0.03 -0.18 -0.41 -0.08
```
Forces are in eV/Å.

orbital gap (alpha / beta)	2.77 / 7.99	eV
HOMO energy (alpha / beta)	1.26 / -3.92	eV
ΔE to the lowest compared entry with this formula, charge and spin	40.5	kcal/mol
<S²>	0.7510
total energy	-11934.792	eV
2S+1	2
charge	-1
molar mass	48.11	g mol⁻¹


(2)
The molecule CH4S at a distorted geometry. Source: the OMol25 dataset; level of theory: ωB97M-V/def2-TZVPD.

XYZ file:
```
6
Properties=species:S:1:pos:R:3:forces:R:3:nbo_charge:R:1
C 0.572838 -0.117864 0.006866 -1.00 -0.10 0.06 -0.68
S -1.335688 -0.248334 0.005998 0.80 -0.71 -0.14 -0.12
H 1.070696 0.579329 -0.683262 -0.65 -0.14 0.18 0.22
H 0.948517 0.023182 1.031049 -0.25 -0.08 -0.46 0.22
H 0.749596 -1.150060 -0.343801 0.22 0.53 0.30 0.23
H -2.005959 0.913745 -0.016852 0.87 0.49 0.05 0.13
```
Forces are in eV/Å.

orbital gap	10.12	eV
HOMO energy	-9.14	eV
ΔE to the lowest compared entry with this formula, charge and spin	9.8	kcal/mol
total energy	-11936.466	eV
molar mass	48.11	g mol⁻¹